Entry 1:
{"formula": "C6H20BrFe2O5", "method": "wB97M-V/def2-TZVPD", "charge": 1, "spin_multiplicity": 9, "species": ["Fe", "Fe", "O", "H", "O", "H", "Br", "C", "C", "O", "H", "H", "H", "H", "H", "H", "C", "C", "O", "H", "H", "H", "H", "H", "H", "C", "C", "O", "H", "H", "H", "H", "H", "H"], "coordinates": [[-0.15, -3.34, -1.47], [0.34, -1.05, 0.20], [-0.50, -2.92, 0.37], [-1.11, -3.46, 0.90], [0.69, -1.69, -1.76], [1.59, -1.55, -2.08], [2.62, -1.60, 1.06], [2.47, 1.08, -2.04], [1.10, 1.48, -1.56], [0.88, 1.03, -0.21], [2.50, 1.02, -3.13], [2.81, 0.17, -1.54], [3.20, 1.85, -1.76], [0.31, 1.06, -2.18], [0.97, 2.57, -1.61], [1.10, 1.73, 0.40], [0.95, 0.50, 3.84], [0.05, -0.66, 3.50], [-0.52, -0.50, 2.18], [0.37, 1.41, 3.99], [1.64, 0.66, 3.01], [1.54, 0.31, 4.74], [-0.78, -0.74, 4.22], [0.57, -1.61, 3.51], [-1.32, 0.03, 2.24], [-2.46, 0.55, -2.58], [-2.28, 0.81, -1.10], [-1.74, -0.33, -0.39], [-2.68, 1.49, -3.09], [-3.32, -0.09, -2.77], [-1.58, 0.08, -3.01], [-3.23, 1.08, -0.63], [-1.59, 1.62, -0.92], [-2.43, -1.00, -0.31]]}

Entry 2:
{"formula": "C16H15ClN2O6S", "method": "wB97M-V/def2-TZVPD", "charge": 0, "spin_multiplicity": 1, "smiles": "COC(=O)COc1ccc(S(=O)(=O)Nc2ccc(C(N)=O)cc2)cc1Cl", "species": ["C", "O", "C", "O", "C", "O", "C", "C", "C", "C", "S", "O", "O", "N", "C", "C", "C", "C", "C", "N", "O", "C", "C", "C", "C", "Cl", "H", "H", "H", "H", "H", "H", "H", "H", "H", "H", "H", "H", "H", "H", "H"], "coordinates": [[-3.69, -3.10, 1.27], [-3.11, -2.33, 0.22], [-3.61, -1.10, 0.05], [-4.52, -0.64, 0.67], [-2.90, -0.37, -1.09], [-1.77, -1.05, -1.60], [-0.63, -1.21, -0.92], [0.39, -1.82, -1.69], [1.67, -1.97, -1.22], [1.96, -1.56, 0.07], [3.67, -1.29, 0.55], [4.55, -2.24, -0.05], [3.75, -1.05, 1.95], [3.95, 0.17, -0.28], [2.86, 1.05, -0.25], [2.13, 1.35, -1.39], [0.94, 2.03, -1.29], [0.48, 2.48, -0.05], [-0.90, 3.04, 0.03], [-1.08, 4.02, 0.95], [-1.80, 2.63, -0.67], [1.26, 2.26, 1.08], [2.44, 1.55, 0.98], [0.98, -1.03, 0.88], [-0.31, -0.84, 0.39], [-1.42, -0.09, 1.49], [-3.43, -2.67, 2.24], [-3.29, -4.10, 1.17], [-4.78, -3.11, 1.16], [-2.66, 0.66, -0.79], [-3.60, -0.32, -1.93], [0.12, -2.13, -2.68], [2.45, -2.40, -1.83], [4.28, -0.04, -1.21], [2.47, 0.99, -2.36], [0.33, 2.21, -2.16], [-0.32, 4.40, 1.48], [-2.00, 4.42, 1.04], [0.92, 2.59, 2.05], [3.03, 1.32, 1.86], [1.23, -0.74, 1.89]]}

Entry 3:
{"formula": "C14H21NO4S", "method": "wB97M-V/def2-TZVPD", "charge": 0, "spin_multiplicity": 1, "smiles": "COc1ccc(OC)c(S(=O)(=O)N2CCCCCC2)c1", "species": ["C", "O", "C", "C", "C", "C", "O", "C", "C", "S", "O", "O", "N", "C", "C", "C", "C", "C", "C", "C", "H", "H", "H", "H", "H", "H", "H", "H", "H", "H", "H", "H", "H", "H", "H", "H", "H", "H", "H", "H", "H"], "coordinates": [[3.05, 3.40, 3.75], [1.97, 2.56, 3.41], [2.09, 1.74, 2.33], [3.22, 1.65, 1.52], [3.24, 0.78, 0.45], [2.15, -0.02, 0.15], [2.16, -0.84, -0.95], [2.68, -2.14, -0.72], [1.02, 0.07, 0.97], [-0.41, -0.97, 0.66], [-0.02, -2.35, 0.76], [-1.46, -0.52, 1.54], [-0.74, -0.63, -0.93], [-1.23, -1.73, -1.73], [-2.64, -2.18, -1.31], [-3.78, -1.41, -1.98], [-3.54, 0.09, -2.17], [-2.82, 0.78, -1.01], [-1.30, 0.69, -1.13], [0.99, 0.94, 2.04], [3.28, 4.10, 2.94], [3.94, 2.82, 4.01], [2.72, 3.96, 4.63], [4.09, 2.26, 1.72], [4.12, 0.72, -0.18], [3.69, -2.10, -0.31], [2.69, -2.63, -1.69], [2.03, -2.70, -0.03], [-0.53, -2.54, -1.56], [-1.19, -1.44, -2.78], [-2.69, -2.08, -0.23], [-2.75, -3.24, -1.54], [-4.68, -1.55, -1.37], [-3.99, -1.85, -2.96], [-4.51, 0.57, -2.32], [-2.96, 0.25, -3.08], [-3.12, 0.34, -0.05], [-3.08, 1.84, -1.00], [-0.98, 1.04, -2.12], [-0.83, 1.33, -0.38], [0.10, 0.98, 2.65]]}

Number 1: maximum force 2.06 eV Å⁻¹, M 363.815 g/mol, energy -5718.046701 a.u.. Number 2: maximum force 0.97 eV Å⁻¹, M 398.824 g/mol, energy -2038.056764 a.u.. Number 3: maximum force 1.12 eV Å⁻¹, M 299.392 g/mol, energy -1299.923754 a.u..